Entry 1:
ORCA calculation (ωB97M-V/def2-TZVPD) on a molecular structure, H4Si4 in a non-equilibrium geometry.

Computed properties:
Energy above the lowest of the compared OMol25 structures with the same formula, charge and spin in kcal per mole: 48.7
Frontier orbital gap in eV: 5.17
Lowest unoccupied orbital energy in eV: -1.8
Net charge: 0

```
8
Properties=species:S:1:pos:R:3:nbo_charge:R:1
Si -0.2401 1.4953 -0.3372 0.438
Si -0.3112 -1.4431 -0.2817 0.312
Si 1.6669 -0.0758 -0.3482 -0.177
Si -2.1565 0.0086 -0.3336 0.053
H 0.3448 2.8237 0.2220 -0.169
H -0.8362 -2.8362 0.0194 -0.157
H 2.0492 -0.4244 -1.9256 -0.133
H -0.9141 -0.2571 1.3789 -0.167
```

Entry 2:
ORCA calculation (ωB97M-V/def2-TZVPD) on H4Si4 in the gas phase in a non-equilibrium geometry.

Computed properties:
Energy above the lowest of the compared OMol25 structures with the same formula, charge and spin in kcal per mole: 10.2
Frontier orbital gap in eV: 6.12
Lowest unoccupied orbital energy in eV: -1.5
Net charge: 0

```
8
Properties=species:S:1:pos:R:3:nbo_charge:R:1
Si 0.4242 1.3533 0.0287 0.085
Si -1.4871 -1.3666 0.0485 -0.122
Si 0.7027 -0.8812 -0.0179 0.414
Si -2.0055 0.8936 -0.0865 0.194
H 0.9177 2.0642 -1.1327 -0.126
H -1.4285 -2.7644 -0.5440 -0.092
H 1.9162 -1.2837 0.4993 -0.210
H 0.9603 1.9850 1.2045 -0.145
```

Entry 3:
ORCA calculation (ωB97M-V/def2-TZVPD) on 27 unconnected molecules or ions with the total composition H54O27 in a non-equilibrium geometry.

Computed properties:
Energy above the lowest of the compared OMol25 structures with the same formula, charge and spin in kcal per mole: 80.4
Frontier orbital gap in eV: 9.62
Lowest unoccupied orbital energy in eV: -0.7
Net charge: 0

```
81
Properties=species:S:1:pos:R:3:mulliken_charge:R:1
O -4.5576 -2.6040 1.2106 -0.669
H -4.2934 -1.8934 1.7949 0.420
H -5.4088 -2.3300 0.8690 0.285
O 2.7105 -2.7409 3.2713 -0.653
H 2.2955 -3.5791 3.4746 0.416
H 2.0711 -2.2825 2.7260 0.267
O -0.1994 -0.3618 -0.3317 -0.247
H 0.4651 0.2904 -0.5537 0.156
H -0.9217 0.1473 0.0363 0.167
O 2.0235 0.3286 1.8428 -0.295
H 1.1664 0.7012 2.0495 0.115
H 1.8260 -0.4871 1.3825 0.218
O -4.1738 -0.5460 2.8134 -0.742
H -4.7920 -0.0799 3.3762 0.269
H -3.4419 -0.7647 3.3902 0.372
O -0.0216 -1.1672 4.0726 -0.632
H -0.1408 -1.0840 3.1265 0.269
H 0.4305 -0.3634 4.3291 0.286
O 0.6851 -4.6658 3.6663 -0.686
H 0.4967 -3.9345 3.0781 0.356
H 0.1547 -5.3878 3.3291 0.310
O 0.8354 -2.6137 1.1805 -0.485
H 0.3802 -2.3696 0.3746 0.042
H 1.6063 -3.0972 0.8837 0.300
O 4.0964 2.2601 2.5777 -0.651
H 3.6360 1.5240 2.9807 0.319
H 4.2105 2.0002 1.6635 0.326
O 3.3568 -1.4424 -0.2248 -0.481
H 3.8408 -0.6172 -0.1929 0.261
H 3.9702 -2.0655 -0.6144 0.262
O 1.8138 -1.4423 -2.6315 -0.641
H 2.1230 -1.4178 -1.7260 0.261
H 2.2332 -2.2163 -3.0074 0.284
O -2.5142 -1.2800 5.0588 -0.670
H -2.5058 -0.9971 5.9732 0.305
H -1.6261 -1.1077 4.7461 0.456
O 1.0541 0.2105 -4.9028 -0.707
H 1.4557 -0.6096 -5.1897 0.317
H 1.1992 0.2308 -3.9569 0.305
O -0.7394 -2.3047 -2.6894 -0.553
H -0.9700 -1.5584 -2.1361 0.227
H 0.1928 -2.1885 -2.8727 0.447
O 2.4830 2.5170 -4.8699 -0.639
H 3.1193 2.2234 -4.2178 0.241
H 1.8943 1.7708 -4.9837 0.464
O -0.6151 4.8665 -2.9978 -0.611
H -0.4669 3.9941 -2.6329 0.244
H -1.4166 5.1715 -2.5726 0.403
O -3.1368 4.8267 -2.0452 -0.638
H -3.1508 4.1818 -1.3379 0.323
H -3.7133 5.5280 -1.7419 0.320
O -0.2939 1.6790 2.8346 -0.556
H -0.5559 1.8505 3.7391 0.256
H -1.1172 1.5246 2.3714 0.368
O 5.1426 0.7280 -0.5364 -0.667
H 4.7791 1.0334 -1.3676 0.293
H 5.8386 1.3533 -0.3346 0.273
O -2.3492 0.9259 1.0558 -0.725
H -2.8895 1.6977 0.8868 0.265
H -2.9476 0.2981 1.4610 0.356
O 4.2266 3.4648 -0.2497 -0.634
H 5.1794 3.3863 -0.2012 0.276
H 4.0407 3.5568 -1.1842 0.281
O -4.2727 2.7003 0.1474 -0.601
H -4.5082 3.6280 0.1401 0.253
H -4.9208 2.2837 -0.4207 0.281
O -0.6417 -5.0817 -3.6750 -0.636
H -1.2585 -5.1791 -4.4004 0.321
H -0.6897 -4.1546 -3.4419 0.376
O -3.2240 -4.5122 -0.6654 -0.589
H -3.6833 -4.1984 -1.4444 0.267
H -3.5836 -3.9901 0.0518 0.370
O 1.5499 2.7307 0.0457 -0.655
H 2.2250 3.4070 -0.0108 0.332
H 1.8787 2.1178 0.7033 0.421
O -0.3489 4.8986 0.5369 -0.615
H 0.1934 4.1608 0.2581 0.449
H 0.2094 5.3938 1.1364 0.257
O -2.6911 -2.4274 -4.8378 -0.661
H -2.2836 -2.2981 -3.9814 0.337
H -2.0238 -2.1497 -5.4654 0.300
```

Entry 4:
ORCA calculation (ωB97M-V/def2-TZVPD) on 28 unconnected molecules or ions with the total composition H56O28 in a non-equilibrium geometry.

Computed properties:
Energy above the lowest of the compared OMol25 structures with the same formula, charge and spin in kcal per mole: 81.8
Frontier orbital gap in eV: 8.07
Lowest unoccupied orbital energy in eV: -1.2
Net charge: 0

```
84
Properties=species:S:1:pos:R:3:mulliken_charge:R:1
O 1.5589 -6.5747 22.7026 -0.599
H 2.2129 -5.9675 22.3564 0.384
H 1.2574 -7.0645 21.9375 0.322
O 6.7599 -4.9774 19.9647 -0.576
H 7.7127 -5.0688 19.9583 0.285
H 6.6069 -4.0805 20.2620 0.287
O 8.6653 0.1487 26.5145 -0.660
H 8.1741 -0.4329 25.9343 0.507
H 9.5592 0.1299 26.1726 0.301
O 3.5628 -4.7254 22.4273 -0.440
H 3.7377 -3.7889 22.3340 0.268
H 4.3435 -5.1517 22.0737 0.188
O 4.1013 -2.2461 23.0065 -0.436
H 3.8623 -1.6626 23.7267 -0.066
H 4.8009 -2.7935 23.3631 0.436
O 1.0942 -2.0308 25.3880 -0.773
H 1.6434 -1.3577 24.9861 0.466
H 0.2078 -1.6715 25.3503 0.316
O 5.9894 -4.1667 27.3569 -0.707
H 5.7968 -3.2358 27.2448 0.484
H 5.1305 -4.5888 27.3761 0.256
O 2.5764 0.0294 24.2459 -0.412
H 2.9694 0.6678 24.8411 0.333
H 2.1047 0.5592 23.6032 0.144
O 7.1795 -7.2584 23.2659 -0.639
H 7.1403 -7.5383 22.3514 0.304
H 7.6110 -6.4045 23.2373 0.276
O 1.8405 2.0656 22.3558 -0.603
H 2.2134 2.5341 21.6090 0.254
H 1.9246 2.6760 23.0883 0.268
O 6.5003 -3.4812 23.4805 -0.290
H 6.7974 -2.7835 24.0646 0.372
H 7.3066 -3.8879 23.1630 0.140
O -1.5207 -1.3196 24.5068 -0.649
H -1.0330 -0.8576 23.8249 0.354
H -1.9125 -0.6238 25.0348 0.326
O 9.0824 -4.5009 22.9603 -0.531
H 9.6103 -4.9266 23.6358 0.257
H 9.7179 -4.2127 22.3052 0.237
O 2.3279 -3.1688 19.2798 -0.638
H 1.9131 -2.3523 19.0016 0.263
H 3.1863 -3.1583 18.8563 0.283
O 3.0474 -4.2579 25.2126 -0.386
H 2.8056 -4.6358 24.3671 0.279
H 2.5486 -3.4425 25.2625 0.144
O 5.6623 -1.4279 27.2352 -0.749
H 4.8183 -1.2702 27.6582 0.211
H 6.3098 -1.2450 27.9161 0.315
O 3.8120 0.0329 19.4336 -0.549
H 3.3087 0.7398 19.8375 0.245
H 3.4115 -0.0851 18.5723 0.270
O 3.9516 1.9175 25.7555 -0.710
H 4.1030 1.4074 26.5511 0.309
H 4.7187 1.7444 25.2097 0.357
O 6.8877 -1.2094 25.0247 -0.929
H 6.3189 -0.4959 24.7357 0.211
H 6.6353 -1.3638 25.9350 0.387
O 1.6024 -0.9575 28.4731 -0.620
H 1.1505 -1.2102 27.6681 0.355
H 1.6390 -0.0016 28.4379 0.283
O 6.6359 1.8189 24.3854 -0.555
H 6.3284 2.5462 23.8444 0.275
H 7.5455 2.0380 24.5876 0.264
O 0.2641 -4.5315 20.5049 -0.618
H 0.1354 -4.4512 21.4500 0.346
H 1.0770 -4.0566 20.3322 0.343
O 5.3992 -2.2826 20.1490 -0.611
H 5.4252 -2.3607 21.1027 0.410
H 4.6144 -1.7640 19.9720 0.256
O 2.8360 -5.1366 27.8703 -0.595
H 3.0122 -4.4216 28.4818 0.299
H 2.9453 -4.7440 27.0042 0.312
O -0.4736 0.2326 22.2442 -0.656
H 0.3429 0.7318 22.2237 0.332
H -0.6004 -0.0572 21.3408 0.305
O 8.1255 -5.7717 26.5941 -0.581
H 8.7315 -5.2232 26.0959 0.260
H 7.4260 -5.1753 26.8609 0.424
O 7.1014 -0.0448 19.4426 -0.645
H 7.6425 -0.6829 19.9075 0.294
H 6.2016 -0.2960 19.6511 0.366
O 4.9943 -6.3665 24.9462 -0.578
H 5.8069 -6.3031 24.4443 0.332
H 4.6772 -5.4652 25.0043 0.309
```

Entry 5:
ORCA calculation (ωB97M-V/def2-TZVPD) on 2 unconnected molecules or ions with the total composition H5N2O2P in a non-equilibrium geometry.

Computed properties:
Energy above the lowest of the compared OMol25 structures with the same formula, charge and spin in kcal per mole: 118.1
Frontier orbital gap (spin up / spin down) in eV: 7.13 / 8.88
Lowest unoccupied orbital energy (spin up / spin down) in eV: -1.2 / -0.5
Net charge: 0

```
10
Properties=species:S:1:pos:R:3:nbo_charge:R:1
N 0.0139 -1.1878 1.3079 -0.509
N 0.3613 -0.7346 0.1382 -0.578
O -0.0536 1.8313 0.1332 -1.000
O 1.2230 0.6470 -1.7173 -0.988
P 1.1051 0.7462 -0.1208 1.501
H -0.3960 -0.5736 2.0074 0.359
H -0.2813 -2.1568 1.3209 0.375
H -1.6289 -0.1386 -0.7127 -0.148
H -0.8934 1.5067 -0.2631 0.486
H 0.5499 0.0602 -2.0938 0.502
```

Entry 6:
ORCA calculation (ωB97M-V/def2-TZVPD) on 2 unconnected molecules or ions with the total composition H5N2OP in a non-equilibrium geometry.

Computed properties:
Energy above the lowest of the compared OMol25 structures with the same formula, charge and spin in kcal per mole: 134.2
Frontier orbital gap in eV: 7.79
Lowest unoccupied orbital energy in eV: 0.0
Net charge: 0

```
9
Properties=species:S:1:pos:R:3:nbo_charge:R:1
N 1.8010 -0.7659 -0.0141 -0.524
N -1.8690 -0.3182 0.5255 -1.200
O 0.5482 -0.8099 0.5778 -0.706
P -0.7214 -0.9769 -0.4906 1.259
H 2.2907 -1.1406 0.7801 0.354
H 1.9283 0.2394 -0.2441 0.373
H -2.8140 -0.4730 0.2009 0.427
H -1.4122 0.2169 1.2418 0.432
H 0.4003 0.9826 -1.2826 -0.414
```

Entry 7:
ORCA calculation (ωB97M-V/def2-TZVPD) on 2 unconnected molecules or ions with the total composition H5N2OPS2 in a non-equilibrium geometry.

Computed properties:
Energy above the lowest of the compared OMol25 structures with the same formula, charge and spin in kcal per mole: 50.2
Frontier orbital gap (spin up / spin down) in eV: 6.85 / 6.86
Lowest unoccupied orbital energy (spin up / spin down) in eV: -1.6 / -1.6
Net charge: 0

```
11
Properties=species:S:1:pos:R:3:nbo_charge:R:1
N -0.7903 -0.6979 1.0594 -0.224
N 0.3471 -1.2088 1.1401 -0.421
O 2.5459 -1.3872 -0.2997 -1.003
P 1.7919 -0.2538 0.5240 1.029
S 1.3081 1.1042 -0.8336 -0.660
S -2.7912 2.4433 -1.0070 -0.267
H -2.1035 2.2017 0.1208 0.136
H -0.6810 0.1095 0.3313 0.354
H 0.5736 -2.1114 1.6330 0.420
H 2.2404 -1.4418 -1.2218 0.502
H -2.4410 1.2422 -1.4465 0.133
```

Entry 8:
ORCA calculation (ωB97M-V/def2-TZVPD) on H5N2P in the gas phase in a non-equilibrium geometry.

Computed properties:
Energy above the lowest of the compared OMol25 structures with the same formula, charge and spin in kcal per mole: 54.0
Frontier orbital gap in eV: 9.09
Lowest unoccupied orbital energy in eV: 0.9
Net charge: 0
SMILES: NNP

```
8
Properties=species:S:1:pos:R:3:nbo_charge:R:1
N -1.1836 -0.0859 -0.0771 -0.681
N -0.0970 -1.0139 -0.1322 -0.632
P 1.5488 -0.0194 -0.0220 0.399
H -0.9137 0.7870 -0.5266 0.350
H -1.5377 0.1560 0.9298 0.332
H -0.2277 -1.5039 0.6817 0.344
H 0.8936 1.3178 0.4657 -0.058
H 1.5175 0.3622 -1.3192 -0.053
```

Entry 9:
ORCA calculation (ωB97M-V/def2-TZVPD) on 2 unconnected molecules or ions with the total composition H5N2PS in a non-equilibrium geometry.

Computed properties:
Energy above the lowest of the compared OMol25 structures with the same formula, charge and spin in kcal per mole: 32.4
Frontier orbital gap in eV: 9.99
Lowest unoccupied orbital energy in eV: 0.6
Net charge: 0
SMILES: [H]/N=P/N.S

```
9
Properties=species:S:1:pos:R:3:nbo_charge:R:1
H -0.2638 2.1982 0.0541 0.381
N -0.9594 1.4891 0.3854 -1.212
P -1.1182 0.1917 -0.4164 1.208
N -2.3765 -0.4168 0.4337 -1.183
H -2.9468 -1.1546 0.1462 0.391
H -3.0469 0.3865 0.8571 0.417
S 3.7200 -1.4370 -0.2941 -0.260
H 2.9739 -1.0989 -1.2229 0.113
H 4.0177 -0.1582 0.0569 0.146
```

Entry 10:
ORCA calculation (ωB97M-V/def2-TZVPD) on 2 unconnected molecules or ions with the total composition H5N3S2 in a non-equilibrium geometry.

Computed properties:
Energy above the lowest of the compared OMol25 structures with the same formula, charge and spin in kcal per mole: 21.8
<S²>: 2.008
Frontier orbital gap (spin up / spin down) in eV: 8.05 / 6.30
Lowest unoccupied orbital energy (spin up / spin down) in eV: 0.8 / -2.2
Spin multiplicity: 3
Net charge: 0

```
10
Properties=species:S:1:pos:R:3:nbo_charge:R:1
N 1.3697 -1.2337 0.4298 -0.608
N -1.3599 1.3562 -0.0409 -0.936
N 1.9288 -0.5398 -0.5074 -0.402
S -2.2284 -0.1196 0.2742 0.121
S 2.0106 1.0411 -0.3490 0.245
H 1.2497 -2.1825 0.0858 0.403
H 1.0139 -0.7090 1.1278 0.374
H -0.7816 1.4323 0.7155 0.343
H -0.5874 1.1611 -0.8234 0.370
H -2.6155 -0.2060 -0.9125 0.090
```

What is the formula in the eighth record?
H5N2P